Model A:
Below is an isolated molecule of C17H30FN3O6S, with properties calculated with ωB97M-V/def2-TZVPD.

Calculated values
Orbital gap ... 0.3658 Ha
E_LUMO ... 0.30 eV
HOMO energy ... -9.6489 eV

Each line ends with the Löwdin charge.
CARTESIAN COORDINATES (ANGSTROEM)
C  3.25  3.07  1.34  -0.0646
C  2.41  2.63  0.14  -0.3532
C  3.25  1.69  -0.74  -0.0745
C  2.49  1.35  -2.00  -0.4616
O  2.14  2.20  -2.80  0.0798
N  2.20  0.03  -2.22  0.0004
C  2.07  -1.08  -1.28  -0.0411
C  0.80  -1.51  -2.05  -0.3208
F  0.84  -2.80  -2.56  0.0387
C  -0.52  -1.34  -1.29  -0.3639
O  -1.36  -0.55  -1.66  0.0967
N  -0.66  -2.07  -0.14  -0.0147
C  -1.97  -1.98  0.50  -0.1511
C  -3.04  -2.72  -0.32  -0.1921
S  -4.42  -3.19  0.68  0.5807
O  -5.48  -3.66  -0.17  -0.2733
O  -3.93  -3.98  1.76  -0.2672
O  -4.88  -1.80  1.30  -0.1387
C  0.11  -3.27  0.12  -0.0614
C  0.12  -3.58  1.61  -0.5417
N  -0.31  -4.82  1.95  0.1900
O  0.52  -2.77  2.42  0.0739
C  1.09  -0.41  -3.08  -0.0058
C  1.09  1.97  0.57  -0.1198
C  -0.16  2.87  0.57  -0.5967
C  0.05  4.13  1.41  -0.0564
C  -1.32  2.06  1.16  -0.0535
C  -0.53  3.26  -0.86  -0.0419
H  3.54  2.20  1.94  0.0850
H  4.16  3.58  1.03  0.0813
H  2.69  3.74  1.99  0.0650
H  2.19  3.50  -0.47  0.1285
H  4.17  2.19  -1.03  0.1312
H  3.52  0.79  -0.18  0.1161
H  2.87  -1.82  -1.37  0.1362
H  1.92  -0.81  -0.24  0.1217
H  -1.90  -2.40  1.50  0.1171
H  -2.24  -0.93  0.60  0.1168
H  -3.41  -2.12  -1.15  0.1132
H  -2.67  -3.66  -0.71  0.1163
H  -5.66  -1.48  0.82  0.1037
H  -0.28  -4.12  -0.46  0.1272
H  1.14  -3.13  -0.18  0.1234
H  -0.81  -5.40  1.30  0.1037
H  -0.39  -5.03  2.93  0.1207
H  0.31  0.33  -3.21  0.1254
H  1.41  -0.81  -4.04  0.1375
H  0.85  1.13  -0.10  0.1003
H  1.21  1.53  1.57  0.1302
H  0.84  4.76  1.00  0.0811
H  -0.87  4.72  1.44  0.0844
H  0.31  3.88  2.44  0.0863
H  -1.50  1.17  0.55  0.0596
H  -1.10  1.75  2.18  0.0891
H  -2.24  2.65  1.17  0.0877
H  -0.74  2.37  -1.46  0.0795
H  -1.42  3.89  -0.87  0.0867
H  0.27  3.81  -1.36  0.0787



Model B:
Below is an isolated molecule of C17H30FN3O6S, with properties calculated with ωB97M-V/def2-TZVPD.

Calculated values
Orbital gap ... 0.3558 Ha
E_LUMO ... 0.22 eV
HOMO energy ... -9.4579 eV

Each line ends with the Löwdin charge.
CARTESIAN COORDINATES (ANGSTROEM)
C  1.53  3.98  2.16  -0.0663
C  1.21  3.26  0.85  -0.3541
C  2.50  2.71  0.22  -0.0682
C  2.22  2.29  -1.21  -0.4610
O  2.02  3.09  -2.10  0.0705
N  2.13  0.96  -1.44  -0.0119
C  2.39  -0.25  -0.68  -0.0352
C  1.73  -1.02  -1.86  -0.3171
F  2.48  -2.07  -2.36  0.0397
C  0.31  -1.50  -1.58  -0.3528
O  -0.64  -1.06  -2.20  0.0962
N  0.14  -2.35  -0.53  -0.0285
C  -1.23  -2.76  -0.23  -0.1525
C  -1.72  -3.80  -1.24  -0.1960
S  -3.24  -4.55  -0.72  0.5796
O  -3.74  -5.38  -1.78  -0.2734
O  -3.06  -5.05  0.60  -0.2609
O  -4.21  -3.29  -0.59  -0.1399
C  1.20  -3.08  0.13  -0.0602
C  1.10  -2.89  1.65  -0.5301
N  1.19  -4.01  2.39  0.1853
O  0.97  -1.78  2.12  0.0678
C  1.80  0.27  -2.68  -0.0060
C  0.16  2.15  1.05  -0.1211
C  -1.27  2.46  0.56  -0.5982
C  -1.81  3.74  1.20  -0.0541
C  -2.16  1.29  0.97  -0.0511
C  -1.28  2.59  -0.96  -0.0372
H  1.99  3.28  2.87  0.0846
H  2.22  4.80  2.00  0.0801
H  0.63  4.37  2.62  0.0705
H  0.82  4.00  0.14  0.1260
H  3.25  3.50  0.18  0.1280
H  2.89  1.89  0.82  0.1197
H  3.45  -0.50  -0.59  0.1414
H  1.90  -0.34  0.29  0.1032
H  -1.24  -3.19  0.78  0.1260
H  -1.87  -1.89  -0.25  0.1207
H  -1.88  -3.35  -2.22  0.1126
H  -1.03  -4.64  -1.34  0.1168
H  -4.75  -3.22  -1.40  0.1044
H  1.16  -4.14  -0.14  0.1320
H  2.17  -2.71  -0.18  0.1234
H  1.24  -4.93  1.97  0.1042
H  1.16  -3.94  3.39  0.1182
H  0.87  0.59  -3.15  0.1261
H  2.61  0.26  -3.41  0.1407
H  0.47  1.24  0.54  0.0977
H  0.12  1.90  2.12  0.1272
H  -1.21  4.61  0.92  0.0814
H  -2.83  3.93  0.87  0.0842
H  -1.81  3.67  2.29  0.0857
H  -1.79  0.36  0.52  0.0671
H  -2.18  1.16  2.05  0.0873
H  -3.19  1.44  0.62  0.0868
H  -0.96  1.65  -1.43  0.0740
H  -2.29  2.81  -1.31  0.0878
H  -0.62  3.38  -1.32  0.0788



Of them, the most stable is model B and the least stable is model A.



Model A:
Below is an isolated molecule of C17H30FN3O6S, with properties calculated with ωB97M-V/def2-TZVPD.

Calculated values
Orbital gap ... 0.3645 Ha
E_LUMO ... 0.17 eV
HOMO energy ... -9.7476 eV

Each line ends with the Löwdin charge.
CARTESIAN COORDINATES (ANGSTROEM)
C  3.69  -3.65  3.18  -0.0656
C  4.05  -2.42  2.35  -0.3548
C  3.86  -2.74  0.87  -0.0761
C  4.38  -1.61  0.01  -0.4580
O  5.53  -1.23  0.06  0.0835
N  3.49  -1.01  -0.84  -0.0002
C  2.03  -0.93  -0.78  -0.0388
C  2.15  0.56  -1.19  -0.3121
F  1.48  0.89  -2.36  0.0455
C  1.78  1.52  -0.06  -0.3561
O  2.66  1.95  0.68  0.0837
N  0.47  1.81  0.14  -0.0199
C  0.16  2.71  1.25  -0.1457
C  0.61  4.14  0.98  -0.2022
S  0.30  5.16  2.39  0.5870
O  0.81  6.47  2.13  -0.2739
O  -1.03  4.95  2.83  -0.2589
O  1.24  4.49  3.50  -0.1523
C  -0.62  1.25  -0.63  -0.0660
C  -1.12  2.20  -1.71  -0.5115
N  -1.90  1.62  -2.65  0.1746
O  -0.89  3.39  -1.68  0.0819
C  3.65  0.34  -1.38  -0.0056
C  3.24  -1.18  2.77  -0.1229
C  3.91  -0.21  3.75  -0.5953
C  4.40  -0.92  5.02  -0.0575
C  2.87  0.85  4.15  -0.0554
C  5.09  0.50  3.07  -0.0415
H  2.65  -3.93  3.01  0.0835
H  4.32  -4.51  2.91  0.0814
H  3.81  -3.47  4.25  0.0646
H  5.12  -2.21  2.49  0.1290
H  4.44  -3.63  0.60  0.1313
H  2.81  -2.97  0.66  0.1146
H  1.53  -1.53  -1.55  0.1334
H  1.58  -1.11  0.19  0.1222
H  -0.92  2.69  1.41  0.1305
H  0.65  2.33  2.15  0.1162
H  1.67  4.19  0.77  0.1099
H  0.05  4.58  0.16  0.1033
H  2.09  4.95  3.51  0.1012
H  -0.33  0.29  -1.06  0.1153
H  -1.45  1.05  0.05  0.1429
H  -1.93  0.62  -2.77  0.1037
H  -2.23  2.20  -3.41  0.1155
H  4.30  0.98  -0.77  0.1271
H  3.95  0.36  -2.43  0.1375
H  2.99  -0.58  1.89  0.0971
H  2.28  -1.52  3.19  0.1271
H  5.18  -1.65  4.79  0.0811
H  4.82  -0.20  5.71  0.0847
H  3.58  -1.43  5.52  0.0854
H  2.53  1.39  3.26  0.0590
H  2.01  0.39  4.64  0.0873
H  3.30  1.58  4.84  0.0872
H  4.74  1.06  2.20  0.0766
H  5.56  1.20  3.76  0.0865
H  5.85  -0.21  2.73  0.0788



Model B:
Below is an isolated molecule of C17H30FN3O6S, with properties calculated with ωB97M-V/def2-TZVPD.

Calculated values
Orbital gap ... 0.3596 Ha
E_LUMO ... 0.30 eV
HOMO energy ... -9.4867 eV

Each line ends with the Löwdin charge.
CARTESIAN COORDINATES (ANGSTROEM)
C  5.54  -0.72  3.78  -0.0669
C  4.99  -0.63  2.36  -0.3570
C  4.09  -1.84  2.08  -0.0739
C  3.78  -1.94  0.60  -0.4551
O  4.65  -2.00  -0.24  0.0744
N  2.47  -1.97  0.23  0.0035
C  1.26  -1.45  0.89  -0.0189
C  0.75  -0.99  -0.50  -0.3066
F  -0.45  -1.59  -0.85  0.0462
C  0.68  0.52  -0.61  -0.3554
O  1.59  1.16  -0.11  0.0801
N  -0.45  1.13  -1.08  -0.0169
C  -0.46  2.58  -0.86  -0.1627
C  0.51  3.31  -1.79  -0.2018
S  0.76  4.99  -1.28  0.5784
O  1.77  5.57  -2.10  -0.2689
O  -0.51  5.60  -1.10  -0.2583
O  1.35  4.80  0.19  -0.1486
C  -1.21  0.71  -2.25  -0.0619
C  -0.54  -0.34  -3.11  -0.5256
N  -1.38  -1.16  -3.78  0.1856
O  0.67  -0.36  -3.26  0.0795
C  2.01  -1.63  -1.12  -0.0216
C  4.22  0.68  2.12  -0.1221
C  4.97  1.81  1.39  -0.5907
C  6.30  2.14  2.07  -0.0552
C  4.07  3.05  1.40  -0.0619
C  5.22  1.41  -0.07  -0.0387
H  4.72  -0.73  4.51  0.0835
H  6.13  -1.62  3.92  0.0804
H  6.17  0.14  4.01  0.0666
H  5.82  -0.70  1.66  0.1270
H  4.62  -2.76  2.34  0.1299
H  3.18  -1.80  2.68  0.1176
H  0.63  -2.23  1.31  0.1331
H  1.43  -0.65  1.60  0.1188
H  -1.48  2.94  -1.00  0.1330
H  -0.18  2.77  0.17  0.1258
H  1.48  2.83  -1.80  0.1099
H  0.14  3.38  -2.82  0.1143
H  2.30  4.62  0.15  0.0728
H  -2.21  0.38  -1.96  0.1308
H  -1.34  1.58  -2.90  0.1358
H  -2.34  -1.25  -3.51  0.1060
H  -0.98  -1.87  -4.36  0.1197
H  2.67  -0.94  -1.64  0.1307
H  1.78  -2.49  -1.75  0.1371
H  3.32  0.49  1.53  0.0888
H  3.87  1.07  3.09  0.1283
H  6.98  1.29  2.05  0.0822
H  6.79  2.97  1.55  0.0848
H  6.15  2.44  3.11  0.0851
H  3.10  2.81  0.97  0.0567
H  3.91  3.41  2.42  0.0917
H  4.54  3.86  0.83  0.0900
H  4.27  1.23  -0.58  0.0757
H  5.75  2.20  -0.60  0.0868
H  5.81  0.50  -0.15  0.0782



Of them, the most stable is model A and the least stable is model B.



Model A:
Below is a cluster of 2 separate species, CH2N2O2S2 in total, with properties calculated with ωB97M-V/def2-TZVPD.

Calculated values
Orbital gap ... 0.3341 Ha
E_LUMO ... -0.53 eV
HOMO energy ... -9.6202 eV

Each line ends with the Löwdin charge.
CARTESIAN COORDINATES (ANGSTROEM)
C  0.63  0.48  0.43  -1.0490
N  -1.78  -0.50  -0.53  -0.1153
N  -2.51  0.11  0.11  -0.0727
O  -2.73  0.95  0.92  0.0500
O  -1.58  -1.34  -1.35  0.0315
S  1.60  1.56  -0.39  0.7088
S  1.14  -1.03  0.90  0.7072
H  2.80  0.92  -0.55  -0.1309
H  2.43  -1.15  0.47  -0.1296



Model B:
Below is a structure of composition CH2N2O2S2, with properties calculated with ωB97M-V/def2-TZVPD.

Calculated values
Orbital gap ... 0.3099 Ha
E_LUMO ... -1.70 eV
HOMO energy ... -10.1279 eV

Each line ends with the Löwdin charge.
CARTESIAN COORDINATES (ANGSTROEM)
C  -0.09  0.25  -0.49  -1.0220
N  -1.21  -0.63  0.16  0.0526
N  -0.98  -0.86  1.41  -0.5199
O  0.13  -0.47  1.92  -0.1980
O  -1.80  -1.44  2.09  0.0598
S  -0.41  0.68  -2.04  0.8347
S  1.35  0.64  0.35  0.8884
H  1.02  0.83  -2.47  -0.0240
H  1.98  1.01  -0.95  -0.0716



Model C:
Below is an isolated molecule of CH2N2O2S2, with properties calculated with ωB97M-V/def2-TZVPD.

Calculated values
Orbital gap ... 0.3228 Ha
E_LUMO ... -1.48 eV
HOMO energy ... -10.2599 eV

Each line ends with the Löwdin charge.
CARTESIAN COORDINATES (ANGSTROEM)
O  3.43  1.09  -0.16  -0.1373
N  3.74  -0.13  -0.11  -0.4860
O  4.88  -0.49  0.18  0.0553
N  2.78  -1.03  -0.09  0.0262
C  1.41  -0.51  -0.02  -0.9809
S  0.26  -1.76  0.02  0.8796
S  1.07  1.18  0.07  0.8611
H  -0.73  -1.21  -0.50  -0.1839
H  -0.43  1.13  0.05  -0.0341



Of them, the most stable is model C and the least stable is model A.